DFT (ωB97M-V/def2-TZVPD) results for a 2-piece molecular cluster, C4H10N2O2 overall.

XYZ file:
```
18
Properties=species:S:1:pos:R:3:mulliken_charge:R:1
O -0.71204 0.72560 1.83212 -0.6350
O 1.01803 0.29820 -1.27800 -0.5955
N -0.52547 -0.81387 -2.45631 -0.3998
N 0.01710 -1.29585 1.13731 -0.3518
C -0.02591 0.33426 -1.88423 0.7044
C -0.90425 1.53638 -1.97477 -1.0582
C 0.11584 -0.15979 1.89510 0.7237
C 1.23549 -0.13712 2.87923 -0.9849
H 0.62918 -2.04727 1.36866 0.1829
H 1.84159 0.75104 2.68172 0.2520
H 0.80063 -0.06236 3.87470 0.2545
H 1.94546 -0.96118 2.85956 0.3512
H -1.95262 1.37155 -2.20273 0.3719
H -1.44917 -0.75494 -2.84058 0.1840
H -0.76691 -1.41974 0.50437 0.2116
H 0.03649 -1.64416 -2.42175 0.2334
H -0.45899 2.05862 -2.83778 0.2931
H -0.84444 2.22060 -1.13662 0.2625
```

## Properties
SMILES string = CC(N)=O.CC(N)=O
Largest force on an atom = 1.89 eV/Å
Orbital gap = 10.377 eV
E_LUMO = 0.817 eV
Multiplicity = 1
Relative energy (zero: lowest compared OMol25 entry of this formula, charge and spin) = 55.6 kJ/mol

---

DFT (ωB97M-V/def2-TZVPD) results for a 40-piece molecular cluster, H80O40 overall.

XYZ file:
```
120
Properties=species:S:1:pos:R:3:mulliken_charge:R:1
O -3.89554 2.97537 -0.76775 -0.8587
O 2.29129 -4.70294 -3.35201 -0.6551
O 1.17111 2.44777 5.46446 -0.6640
O -3.11580 -1.01794 4.37044 -0.5987
O -2.18973 -0.15076 2.08342 -0.4362
O 1.01515 -5.97585 2.69942 -0.6624
O 0.75537 4.03419 2.31165 -0.7964
O 3.02788 1.98269 -3.23316 -0.8331
O -1.83401 -2.54745 0.91130 -0.1925
O -0.08577 -2.03205 4.61234 -0.6059
O 1.12219 -2.36231 1.09047 -0.4103
O 2.81141 3.82108 -1.16414 -0.6101
O -2.76013 1.13187 -2.55120 -0.3152
O -4.26915 -0.00183 -4.85177 -0.6631
O -2.40870 5.45352 1.28880 -0.6888
O -3.85415 1.61416 2.53537 -0.5644
O -4.32622 -3.74814 1.08004 -0.6593
O 0.35652 -2.80683 -2.73655 -0.5689
O 3.89283 1.73712 5.57594 -0.6515
O 6.21424 -0.63599 0.99018 -0.6624
O 1.15679 -1.10483 -5.93002 -0.5734
O 4.54079 -2.63613 2.04078 -0.5439
O -0.66244 2.16114 0.71286 0.1676
O 3.71652 -0.16981 2.65754 -0.5535
O -6.17340 1.53377 -0.84151 -0.6130
O -3.18617 -4.32791 3.59482 -0.6271
O 2.41046 -4.65935 0.81167 -0.5688
O -0.70936 -0.03053 -4.53084 -0.6633
O -1.96802 2.37911 4.23085 -0.6465
O 2.78660 5.36614 0.79197 -0.5974
O 1.51145 1.27210 2.26784 -0.1192
O -2.23970 -1.25509 -2.14014 -0.6138
O -0.50489 3.85522 -3.54596 -0.6336
O 4.55263 -1.73198 -2.21418 -0.4998
O -2.30158 -3.77583 -1.32989 -0.5549
O 0.73894 2.56987 -1.81691 0.6782
O 3.62257 0.22873 0.11540 -0.3121
O -0.18869 4.92994 -0.07165 -0.6318
O -3.05263 -2.40032 -4.19835 -0.5739
O 2.21393 -0.55649 -3.51248 -0.3589
H 3.69689 3.48257 -1.43756 0.2863
H 5.70456 -1.49478 0.65917 0.3320
H -4.67639 3.49339 -0.43311 0.3306
H -5.14720 0.35005 -4.84227 0.2625
H -1.53676 2.25903 1.08014 0.0056
H -3.67661 0.38319 -4.22149 0.4262
H 0.98776 4.55215 1.56677 0.1139
H 0.58089 5.23898 0.41803 0.4185
H 1.59139 3.29194 5.67356 0.3510
H -5.58903 2.28705 -0.86612 0.3503
H 2.03031 3.65988 -1.83021 0.3709
H 3.15730 4.76754 0.11792 0.3713
H -1.04066 -2.17223 4.59627 0.3412
H 0.82603 -2.07080 -2.33614 0.1730
H 1.92628 -5.06387 -4.18259 0.2975
H 3.32594 -0.02170 -0.79299 0.0035
H 2.13638 1.38012 2.97917 -0.0108
H 0.22392 -5.78143 3.20658 0.3211
H -0.03717 1.70692 1.26511 0.2405
H -3.12636 1.71137 -1.87499 0.2421
H 2.86842 1.61398 -4.12651 0.3204
H -4.06766 2.11668 3.33723 0.3134
H -1.56745 2.00683 5.06815 0.2985
H 0.46481 -2.59533 -3.66632 0.3005
H 1.83833 -3.86775 -3.23464 0.4455
H -2.96113 -1.41861 3.52451 0.1677
H -4.16596 -3.22699 0.25685 0.3168
H -2.21970 6.33331 0.97276 0.2633
H -0.82616 2.94888 -3.68195 0.2104
H 2.94625 1.86387 5.45751 0.3881
H -3.88217 -1.98257 -4.51238 0.2930
H -0.10313 5.13834 -0.98767 0.2536
H 5.60392 -0.04890 0.53060 0.3618
H 1.35410 0.35631 2.11514 -0.0045
H -0.94794 -2.85922 0.93988 0.2706
H -5.82901 0.69896 -0.56327 0.2692
H 0.32488 -2.67275 3.99570 0.2691
H -3.59083 -4.33065 0.91909 0.3769
H 2.14217 0.33719 -3.10621 0.2801
H -3.90924 -4.29324 2.99715 0.3426
H 0.67992 2.97626 -0.91813 0.0328
H -1.99108 -0.02947 1.16536 -0.0691
H -3.48882 0.70816 2.90164 0.0612
H 1.37811 -1.67965 0.48414 0.1021
H 1.64138 -3.13999 0.77085 0.2720
H -2.58438 -2.46688 -5.02842 0.2500
H 3.67558 1.19655 0.09818 0.2293
H -1.58171 4.98411 0.97170 0.4855
H 3.76386 -0.34236 1.65345 0.3236
H -3.30235 -0.08699 4.14991 0.5251
H 1.58331 -5.23212 2.93013 0.3199
H 2.06638 -5.55363 1.00132 0.3338
H 0.36269 2.65712 5.00251 0.2632
H -2.24358 -4.21342 -0.49049 0.2095
H 5.06685 -2.44479 -2.55173 0.2469
H 3.10190 -0.87549 2.96769 0.2926
H -1.51514 -0.61208 -4.72730 0.3441
H 4.15213 -3.47994 2.26148 0.2076
H -2.66294 0.15918 -2.11318 0.3685
H -1.61049 -4.08522 -2.03557 0.2562
H 3.16170 -0.50530 -3.75477 0.2821
H -2.73250 -2.07005 -2.53284 0.4592
H 0.42296 -0.83827 -5.37144 0.3321
H -0.94614 0.34851 -3.67995 0.1689
H -1.90514 -2.05952 -0.05405 0.2912
H 0.48250 3.17349 1.89527 0.2224
H 2.49907 -4.74159 -0.13302 0.2139
H 0.15042 3.90051 -4.26293 0.2812
H -1.61957 1.75865 3.55661 0.3610
H 2.36600 2.72940 -3.01018 0.2425
H -1.52645 -1.80733 -1.73362 -0.1496
H -2.12529 -1.10745 2.14951 0.4997
H -3.06607 -3.37192 3.31297 0.2978
H 3.98264 1.67895 4.58243 0.3327
H 3.89831 -1.32197 -2.76805 0.1787
H 0.82906 -1.97213 -6.16504 0.3050
H 0.07858 2.13866 -2.31604 -0.2816
H 3.00849 6.28298 0.66277 0.2511
H 5.12103 -2.16073 2.62432 0.3301
H -3.58372 2.56462 0.07461 0.2984
```

## Properties
Largest force on an atom = 4.19 eV/Å
Orbital gap = 9.128 eV
E_LUMO = -1.040 eV
Multiplicity = 1
Relative energy (zero: lowest compared OMol25 entry of this formula, charge and spin) = 1119.0 kJ/mol

---

DFT (ωB97M-V/def2-TZVPD) results for a 2-piece molecular cluster, C4H4N2O2 overall.

XYZ file:
```
12
Properties=species:S:1:pos:R:3:mulliken_charge:R:1
O -0.31424 -1.75434 0.19561 -0.2279
O 2.23358 0.74680 -1.74516 -0.3752
N -0.73487 -0.46749 0.49046 -0.2614
N -2.39866 2.32969 -0.23311 -0.3139
C -2.12739 1.23356 -0.11296 0.1260
C -1.81936 -0.10915 -0.04967 0.0122
C 2.11471 0.31852 0.64011 -0.9731
C 2.17643 0.48358 -0.61881 0.8375
H -2.53169 -0.78200 -0.61195 0.2778
H -0.93042 -2.21952 -0.25120 0.2819
H 3.06368 0.41372 1.20679 0.2404
H 1.26824 -0.19337 1.08989 0.3758
```

## Properties
SMILES string = N#C/C=N/O.C=C=O
Largest force on an atom = 5.52 eV/Å
Orbital gap = 8.650 eV
E_LUMO = -0.453 eV
Multiplicity = 1
Relative energy (zero: lowest compared OMol25 entry of this formula, charge and spin) = 474.3 kJ/mol

---

DFT (ωB97M-V/def2-TZVPD) results for C4H12NSi as an isolated structure.

XYZ file:
```
18
Properties=species:S:1:pos:R:3:mulliken_charge:R:1
Si -1.33721 1.59530 -0.15141 0.4671
N 1.85413 0.06985 -0.29253 -0.1141
C 0.92098 0.94177 0.50144 -1.0330
C 1.61196 -1.35417 -0.25273 -0.8108
C -2.60826 -1.07118 0.13599 -0.5180
C -2.17379 0.08317 0.57301 -0.2442
H 1.85171 -1.71551 0.79945 0.3123
H 0.67843 -1.66962 -0.48918 0.3361
H 0.68981 0.53654 1.45681 0.3609
H -2.03222 0.30702 1.69248 0.2543
H -1.60766 1.83297 -1.58458 -0.0664
H 2.11569 0.45993 -1.21441 0.3819
H -1.43777 2.64762 0.80928 -0.0357
H 2.65661 0.10687 0.24962 0.3677
H 2.32455 -1.88308 -0.99344 0.3188
H -2.46224 -1.37350 -0.87817 0.2724
H 1.44837 1.87993 0.64654 0.4723
H -2.92777 -1.85372 0.76417 0.2784
```

## Properties
Total charge = +1
Largest force on an atom = 4.48 eV/Å
Orbital gap = 10.001 eV
E_LUMO = -3.380 eV
Multiplicity = 1
Relative energy (zero: lowest compared OMol25 entry of this formula, charge and spin) = 234.4 kJ/mol

---

DFT (ωB97M-V/def2-TZVPD) results for C14H17CaN3S as an isolated structure.

XYZ file:
```
36
Properties=species:S:1:pos:R:3:mulliken_charge:R:1
Ca -0.12160 0.53585 0.33681 1.3994
S 0.52260 1.46172 2.79820 -0.6911
N 0.54247 -1.03802 -1.36344 -0.2869
N -1.01212 -0.63914 3.53779 -0.3677
N 0.60267 1.67844 -1.65502 -0.3841
C 0.37479 -2.36352 -1.16925 -0.1661
C 1.33257 1.55945 -3.93822 -0.6046
C -1.43910 -1.35706 4.77387 -1.0150
C 0.83625 -2.80756 -3.48899 -0.4195
C 0.83084 -0.55250 -2.60351 0.4365
C 1.37689 2.95468 -4.00008 -0.3971
C -0.26972 0.37553 3.84862 0.7898
C -2.30105 -0.29462 0.66763 -1.4162
C 0.51536 -3.28475 -2.21490 -0.6535
C 0.99537 -1.43383 -3.68738 -0.5206
C 1.03243 3.70450 -2.87121 -0.6520
C 0.93345 0.92977 -2.74487 0.5329
C 0.65115 3.02738 -1.70669 -0.0548
C -0.11055 0.54165 5.33987 -1.2642
H 1.23033 -1.01291 -4.66267 0.2471
H 1.05132 4.79242 -2.87234 0.3764
H -2.22449 -0.57628 1.73584 0.2464
H 0.37950 3.56285 -0.78990 0.4353
H 0.49048 1.43431 5.51622 0.3604
H 1.67933 3.44554 -4.92355 0.4193
H 0.43096 -0.29750 5.79580 0.3000
H 0.12206 -2.68123 -0.15124 0.4501
H -2.49562 -1.18372 0.05332 0.2856
H 1.60178 0.93486 -4.78780 0.2838
H -1.07116 0.70657 5.84527 0.2756
H -2.10374 -0.76714 5.42587 0.3333
H -0.59992 -1.76650 5.35978 0.2995
H -2.02307 -2.21070 4.41529 0.2995
H 0.37165 -4.34375 -2.01247 0.3763
H -3.08878 0.45689 0.52066 0.3300
H 0.95667 -3.49170 -4.32726 0.4162
```

## Properties
Largest force on an atom = 2.73 eV/Å
Orbital gap = 4.874 eV
E_LUMO = -1.208 eV
Multiplicity = 1
Relative energy (zero: lowest compared OMol25 entry of this formula, charge and spin) = 0.0 kJ/mol

---

DFT (ωB97M-V/def2-TZVPD) results for an isolated ion of composition C2H7N2O and charge +1.

XYZ file:
```
12
Properties=species:S:1:pos:R:3:mulliken_charge:R:1
O 2.39302 -0.03489 -0.28722 -0.3820
N 0.09861 1.01010 0.79938 -0.3340
N 1.14808 -0.58652 -0.48754 -0.1075
C -0.09939 0.01835 -0.06931 0.5519
C -1.77398 -0.27999 -0.22641 -0.8874
H -1.90773 -0.60892 -1.25878 0.3420
H 3.00649 -0.61966 0.04653 0.3530
H -2.19154 -0.94765 0.50546 0.3207
H -0.79008 1.41426 1.19003 0.2273
H 1.00764 1.31655 1.15347 0.2592
H 1.19470 -1.43456 -1.21199 0.3185
H -2.08581 0.75291 -0.15363 0.3383
```

## Properties
SMILES string = C/C(N)=[NH+]/O
Total charge = +1
Largest force on an atom = 5.17 eV/Å
Orbital gap = 10.977 eV
E_LUMO = -3.934 eV
Multiplicity = 1
Relative energy (zero: lowest compared OMol25 entry of this formula, charge and spin) = 332.1 kJ/mol

---

DFT (ωB97M-V/def2-TZVPD) results for a 4-piece molecular cluster, C3H12BrO3 overall.

XYZ file:
```
19
Properties=species:S:1:pos:R:3:mulliken_charge:R:1
Br 9.35277 15.31723 40.40234 -0.8769
O 8.50937 13.35170 43.13329 -0.4050
O 7.70972 16.88232 43.28080 -0.4912
O 7.02097 14.48535 38.23724 -0.4220
C 9.25704 12.16336 42.94689 -0.5325
C 7.28692 13.11729 37.99498 -0.4327
C 7.15741 17.73507 42.29280 -0.4658
H 9.32662 11.64260 43.90101 0.2276
H 8.78606 11.54520 42.17909 0.2144
H 8.68764 13.88820 42.33895 0.1965
H 8.22071 12.97624 37.43093 0.2248
H 6.91695 17.19328 41.37493 0.2049
H 6.22413 18.13325 42.69757 0.2355
H 10.28470 12.37912 42.63661 0.2444
H 7.72684 14.79431 38.85845 0.2064
H 7.83496 18.55694 42.04134 0.2268
H 8.33129 16.29390 42.82656 0.2588
H 6.45869 12.71334 37.40556 0.2206
H 7.37951 12.55456 38.93316 0.1653
```

## Properties
Total charge = -1
Largest force on an atom = 0.48 eV/Å
Orbital gap = 8.674 eV
E_LUMO = 3.684 eV
Multiplicity = 1
Relative energy (zero: lowest compared OMol25 entry of this formula, charge and spin) = 1.7 kJ/mol

---

DFT (ωB97M-V/def2-TZVPD) results for one molecule with the formula C11H13NOS.

XYZ file:
```
27
Properties=species:S:1:pos:R:3:mulliken_charge:R:1
S 0.59611 -4.91247 -0.72528 -0.0730
O -0.28391 -1.16799 0.39307 -0.3970
N 3.38059 -4.75029 0.18868 -0.4263
C 0.23234 4.34445 -0.63497 -1.3438
C -0.79941 2.37151 0.54964 -0.7003
C 0.80921 0.55372 -0.93839 -0.6133
C 2.25049 -4.90413 -0.10954 0.3521
C -2.00955 0.40721 1.62493 -1.1096
C 0.77813 1.91785 -1.19833 -0.9070
C -0.18504 -3.53414 0.14735 -0.8200
C -0.12128 0.11157 -0.00118 0.7796
C 0.07938 2.85149 -0.48756 0.4767
C 0.42352 -2.26785 -0.25559 -0.5391
C -0.92548 1.01064 0.71585 0.7425
H 0.78825 4.68859 -1.52432 0.3602
H -0.06689 -3.70620 1.12201 0.5214
H 0.16054 -2.13751 -1.31541 0.4285
H -2.47860 -0.44194 0.87498 0.2428
H 1.53679 -0.04500 -1.38907 0.5191
H -1.64924 -0.45891 2.25113 0.2909
H 1.51944 -2.19816 0.05355 0.3350
H 1.52186 2.14433 -1.90521 0.3637
H -0.73525 4.86662 -0.90004 0.3105
H -1.33540 3.14739 1.16201 0.3093
H -2.93149 1.09495 2.06441 0.2606
H 0.70307 4.81166 0.23791 0.2897
H -1.25819 -3.79737 -0.00062 0.3468
```

## Properties
SMILES string = Cc1ccc(OCCSC#N)c(C)c1
Largest force on an atom = 4.19 eV/Å
Orbital gap = 8.614 eV
E_LUMO = 0.351 eV
Multiplicity = 1
Relative energy (zero: lowest compared OMol25 entry of this formula, charge and spin) = 292.8 kJ/mol